No. 1
{
  "formula": "C4H14NOS",
  "method": "ωB97M-V/def2-TZVPD",
  "symbols": ["H", "H", "H", "H", "H", "H", "C", "C", "H", "H", "C", "O", "N", "H", "H", "H", "H", "H", "H", "S", "C"],
  "positions_angstrom": [[-1.46134, -0.75722, 0.34772], [-1.49525, 1.09517, 1.41047], [1.44543, -0.02718, -0.53392], [1.26445, -2.33649, -3.12205], [1.33764, 1.53429, 0.44047], [-1.96547, -0.31872, -1.18539], [-0.41357, 0.91286, -0.43780], [-1.00250, -0.42339, -0.60645], [-2.08050, 2.24919, 0.20963], [-0.52046, 2.66202, 0.95440], [-1.14900, 1.81605, 0.61492], [1.63355, -0.37938, 2.67579], [0.85962, 0.58603, 0.13802], [1.56486, 0.31629, 3.37533], [-0.84342, -2.53145, -1.40457], [0.82928, 0.12586, 1.00782], [1.21294, -1.16352, 3.06276], [-0.24710, 1.30923, -1.44063], [0.81250, -1.75485, -0.82842], [0.38052, -1.28971, -3.22258], [-0.16218, -1.62508, -1.45551]],
  "forces_ev_per_angstrom": [[1.0, -0.5, -0.2], [0.6, 1.1, -0.3], [-0.7, 1.6, 1.3], [-0.5, 0.7, -0.3], [-0.4, -2.4, -1.2], [0.9, 0.1, 0.2], [-0.9, 0.5, 0.1], [-3.2, -2.6, -2.7], [0.5, -0.2, 0.0], [-0.3, -0.6, 0.1], [-0.7, -1.0, -0.8], [-0.5, 0.7, 0.7], [4.5, 3.0, -1.2], [0.2, -0.9, -0.7], [1.2, 1.1, 0.0], [-0.3, -1.3, 1.9], [0.2, 0.2, 0.0], [0.1, 0.6, 0.3], [-1.8, -0.6, -1.2], [0.0, -0.6, 1.5], [-0.1, 1.1, 2.5]],
  "lowdin_charge": [0.121, 0.103, 0.184, -0.111, 0.225, 0.135, -0.425, -0.211, 0.099, 0.092, -0.005, -0.057, 0.150, 0.091, 0.087, 0.068, 0.072, 0.156, 0.066, 0.663, -0.504],
  "orbital_gap_ev": 9.5,
  "e_tot_ev": -18740.4994,
  "fmax_ev_per_a": 5.57,
  "e_homo_ev": -12.792,
  "charge": 1,
  "e_lumo_ev": -3.25
}

---

No. 2
{
  "formula": "C4H14NOS2",
  "method": "ωB97M-V/def2-TZVPD",
  "symbols": ["S", "C", "H", "H", "H", "H", "C", "H", "H", "H", "H", "H", "N", "H", "C", "H", "H", "O", "H", "H", "S", "C"],
  "positions_angstrom": [[-1.52035, 1.23071, -0.23717], [3.16548, 2.00637, 0.23887], [3.92652, 1.26557, 0.59300], [-0.84500, -1.07543, -0.43607], [-3.72300, -1.28218, -1.42767], [-3.60753, 0.16867, -0.75960], [-1.46745, -0.48171, 0.34047], [-2.98046, -2.07960, 0.90239], [3.38462, 2.90604, 0.72950], [1.13036, 2.02228, -0.43693], [3.45276, 2.01895, -0.82440], [2.72375, -3.00753, -1.71107], [-3.77487, -0.74644, -0.58138], [-3.41417, -0.41226, 1.39939], [-2.89474, -1.00235, 0.55229], [-0.70581, -1.59451, -1.11210], [2.33285, -1.89730, -0.59120], [2.32880, -2.83634, -0.84121], [1.19870, 2.02394, 1.25555], [-0.81553, -0.48908, 1.24715], [1.67423, -0.19721, 0.41191], [1.74232, 1.61307, 0.39764]],
  "forces_ev_per_angstrom": [[0.4, -2.3, 0.6], [2.0, -1.7, -1.0], [-0.8, 0.4, 0.4], [1.9, -2.3, -3.0], [0.5, -0.5, 0.0], [0.1, 3.5, -1.3], [-3.1, 6.3, 3.7], [0.4, 1.1, -0.6], [0.3, 1.5, 0.4], [0.5, -0.7, 0.3], [-0.3, 0.5, 0.2], [-0.1, 0.7, 0.5], [-0.6, -2.7, 1.6], [1.5, -0.7, -1.0], [-1.5, -1.5, 0.4], [-0.1, -0.1, 0.7], [0.4, -0.3, -0.9], [-0.1, -0.7, 0.0], [0.6, -0.3, 0.2], [-0.1, -0.8, -1.0], [-0.3, 0.9, 0.3], [-1.6, 0.0, -0.5]],
  "lowdin_charge": [0.574, -0.208, 0.073, -0.042, 0.067, -0.064, -0.684, 0.124, 0.054, 0.034, 0.083, 0.038, -0.019, 0.138, -0.355, 0.247, -0.150, -0.135, 0.060, 0.048, 0.787, -0.671],
  "orbital_gap_ev": [6.6, 6.3],
  "e_tot_ev": -29576.5651,
  "fmax_ev_per_a": 7.90,
  "e_homo_ev": [-8.547, -8.532],
  "s_squared": 0.753,
  "spin_multiplicity": 2,
  "e_lumo_ev": [-1.91, -2.28]
}

---

No. 3
{
  "formula": "C4H14NS2",
  "method": "ωB97M-V/def2-TZVPD",
  "symbols": ["H", "H", "H", "H", "H", "H", "S", "H", "H", "H", "H", "C", "H", "C", "C", "H", "S", "H", "N", "C", "H"],
  "positions_angstrom": [[3.08030, 2.12819, -1.75522], [-2.25484, -1.81032, 2.55570], [-2.52961, -1.00724, -0.03744], [0.06614, 0.05667, 3.90199], [3.06790, 0.55868, -2.61552], [-0.42401, -1.82406, 0.92028], [0.07668, 0.04814, -2.64587], [-0.00567, -0.17000, 1.29784], [0.64630, 1.77274, -1.16700], [2.14018, 1.91636, -3.22795], [-2.15744, -0.08207, 2.77163], [1.25364, 0.94753, -1.54346], [-2.09033, 0.55063, 0.34033], [-0.83816, -0.86481, 1.22623], [-1.56596, -0.97155, 2.55360], [-1.18517, -0.30881, -0.77931], [-0.38429, -1.20954, 3.93147], [1.51761, 0.26218, -0.74290], [-1.73939, -0.38491, 0.11885], [2.47503, 1.42168, -2.31617], [0.85110, -1.02951, -2.78711]],
  "forces_ev_per_angstrom": [[0.1, -0.1, 0.2], [0.0, -0.2, 0.1], [-0.1, 0.0, 0.0], [0.0, -0.1, 0.1], [0.2, 0.1, 0.1], [-0.1, 0.0, 0.0], [0.1, 0.1, 0.4], [-0.1, 0.2, -0.1], [0.2, 0.0, 0.2], [0.1, 0.1, 0.0], [0.0, 0.1, -0.1], [-0.2, -0.1, -0.5], [-0.1, -0.2, -0.1], [0.1, -0.2, 0.2], [0.2, 0.2, 0.3], [-0.3, -0.1, 0.1], [-0.2, 0.0, -0.4], [0.0, 0.2, 0.2], [0.6, 0.3, -0.2], [-0.4, -0.1, -0.3], [0.0, -0.2, -0.1]],
  "lowdin_charge": [0.080, 0.079, 0.169, -0.124, 0.077, 0.134, 0.742, 0.109, 0.064, 0.072, 0.078, -0.587, 0.170, -0.242, -0.556, 0.034, 0.756, 0.054, 0.163, -0.160, -0.112],
  "orbital_gap_ev": 9.5,
  "e_tot_ev": -27529.1909,
  "fmax_ev_per_a": 0.69,
  "e_homo_ev": -12.959,
  "charge": 1,
  "e_lumo_ev": -3.42
}

---

No. 4
{
  "formula": "C4H14O2S",
  "method": "ωB97M-V/def2-TZVPD",
  "symbols": ["C", "H", "H", "S", "H", "H", "H", "C", "O", "C", "H", "H", "H", "H", "H", "O", "C", "H", "H", "H", "H"],
  "positions_angstrom": [[-0.20210, -0.03928, 1.25696], [2.26497, -1.86108, 1.04356], [-0.14162, 0.14023, 0.17617], [2.54068, -0.51020, 0.95720], [-2.45870, 1.03675, -0.05317], [-2.80631, -0.39153, 0.78431], [1.27814, 1.19905, 2.08191], [1.14998, 0.12452, 1.97856], [1.36460, 0.28083, -4.50879], [-2.59573, 0.65675, 0.98410], [0.64002, -1.60813, -1.51575], [-1.46221, 0.70939, 2.82422], [1.26688, -0.27855, 2.98382], [-1.07586, 1.95776, 1.57132], [2.13644, 0.79909, -4.31633], [0.79740, -2.02960, -2.36668], [-1.28353, 0.90712, 1.76288], [-3.45178, 1.20626, 1.37821], [1.43210, 0.09230, -5.43328], [1.09926, -1.30050, -2.90118], [-0.49262, -1.09118, 1.31196]],
  "forces_ev_per_angstrom": [[0.2, -0.1, 0.1], [0.1, 1.0, 0.0], [0.6, 0.1, 0.1], [-0.2, -0.6, 0.2], [0.0, 0.0, 0.5], [-0.2, -0.2, 0.6], [0.6, 0.1, -0.1], [0.0, 0.2, -1.0], [-0.5, -0.2, 0.7], [0.5, 0.5, -1.3], [0.0, -0.1, 0.1], [0.1, 0.4, 0.0], [-0.6, -0.2, -0.1], [0.6, 0.0, 0.4], [0.6, 0.4, 0.2], [-0.2, -0.2, 0.5], [-1.3, -1.1, -0.1], [0.0, -0.3, 0.2], [0.0, -0.3, -0.9], [0.2, 0.4, -0.7], [-0.4, 0.0, 0.3]],
  "lowdin_charge": [-0.317, -0.120, 0.095, 0.659, 0.078, 0.066, 0.064, -0.560, -0.025, -0.122, -0.001, 0.108, 0.068, 0.107, 0.035, -0.061, -0.271, 0.066, 0.033, -0.013, 0.110],
  "smiles": "CCCCS.O.O",
  "orbital_gap_ev": 9.7,
  "e_tot_ev": -19305.1187,
  "fmax_ev_per_a": 1.70,
  "e_homo_ev": -9.092,
  "e_lumo_ev": 0.65
}